1.
Computed, not measured: C16H27NO in the gas phase in a non-equilibrium geometry, with the ωB97M-V functional and the def2-TZVPD basis.

Properties
- ΔE to the lowest compared entry with this formula, charge and spin: 15.603 eV
- Orbital gap: 8.8 eV
- Total charge: 0
- Structure (SMILES): CCCC[C@H](CC)CNC[C@@H](O)c1ccccc1
- E_tot: -20552.851 eV
- Highest occupied orbital energy: -8.3 eV

Structure (XYZ):
```
45
Properties=species:S:1:pos:R:3:mulliken_charge:R:1
C -1.337 2.635 -0.659 -0.48
C -0.821 2.904 0.650 -0.32
C 0.630 2.352 0.971 -1.61
C 0.880 1.000 0.873 1.49
C 0.054 0.323 2.095 0.14
C 1.188 -0.017 3.294 -1.60
C 2.393 -0.900 3.165 -1.81
C -0.093 -1.200 1.439 -1.52
N -1.360 -0.944 0.533 -0.01
C -1.738 -2.149 -0.199 -0.95
C -0.739 -2.663 -1.224 -0.49
O -1.019 -3.646 -2.121 -0.54
C -0.083 -1.423 -2.061 1.16
C -1.217 -0.748 -2.684 -0.94
C -0.741 0.293 -3.510 -0.54
C 0.477 0.804 -3.410 -0.39
C 1.779 -0.080 -2.733 -1.25
C 1.130 -1.069 -2.112 -0.21
H -2.221 3.178 -0.746 0.43
H -1.341 1.725 -0.794 -0.36
H -0.439 3.019 -1.247 0.19
H -1.653 2.545 1.425 0.23
H -1.047 4.048 1.157 0.32
H 0.900 2.785 2.130 0.15
H 1.240 2.951 0.561 0.95
H 2.086 0.939 0.823 0.12
H 0.447 0.775 -0.001 -1.00
H -0.985 0.675 2.404 0.42
H 0.557 -0.251 3.984 0.89
H 1.348 0.918 3.621 0.73
H 2.887 -0.839 3.980 0.63
H 2.906 -0.708 2.441 0.55
H 2.118 -1.975 3.050 0.28
H 0.586 -1.869 1.023 0.68
H -0.392 -1.907 2.222 0.57
H -2.114 -0.436 0.810 0.20
H -1.800 -3.219 0.392 0.18
H -2.607 -1.937 -0.735 0.49
H 0.263 -2.979 -0.838 0.38
H -1.878 -3.342 -2.670 0.46
H -2.081 -1.142 -2.879 0.76
H -1.479 0.966 -4.199 0.15
H 0.858 1.755 -3.997 0.25
H 2.597 0.254 -2.687 0.87
H 1.861 -1.398 -1.536 0.37
```

2.
Computed, not measured: a molecular structure, C16H28AlBrCl3F2N3O6S2V in a non-equilibrium geometry, with the ωB97M-V functional and the def2-TZVPD basis.

Properties
- Spin multiplicity: 2
- ⟨S²⟩: 0.754
- Orbital gap (alpha / beta): 2.6 / 2.6 eV
- Total charge: +2
- E_tot: -200773.632 eV
- Highest occupied orbital energy (alpha / beta): -12.0 / -12.0 eV

Structure (XYZ):
```
63
Properties=species:S:1:pos:R:3:mulliken_charge:R:1
S 0.758 -0.708 3.667 -0.09
C 0.058 -0.292 2.317 0.47
N -0.531 0.300 1.345 -0.30
C -1.892 -0.064 1.510 0.11
C -2.922 0.776 2.071 -0.07
C -4.222 0.198 2.201 -0.83
C -4.327 -1.212 1.749 -0.27
N -3.354 -1.915 1.223 -1.11
N -2.207 -1.292 1.142 1.01
H -2.719 1.804 2.387 0.47
H -5.064 0.734 2.643 0.64
H -5.301 -1.705 1.863 0.63
H -1.385 -1.802 0.750 0.25
F 0.761 -1.722 1.162 -0.54
Cl -3.052 -3.382 -2.871 -0.10
C -1.652 -4.506 -2.698 -0.48
C -1.358 -4.842 -1.255 -0.40
Cl -0.717 -3.446 -0.353 -0.23
H -0.795 -4.045 -3.186 0.36
H -1.907 -5.415 -3.247 0.38
H -0.595 -5.621 -1.207 0.40
H -2.244 -5.203 -0.734 0.23
O 3.780 0.791 1.471 -0.59
V 2.300 0.746 0.779 1.42
C 0.620 6.379 -1.396 -1.46
C 0.221 4.998 -0.941 0.65
C 0.387 3.935 -1.993 -0.46
O -0.581 2.958 -1.587 -0.32
C -1.567 3.639 -0.934 0.61
O -2.618 3.166 -0.638 -0.53
O -1.190 4.912 -0.672 -0.33
H 0.032 6.689 -2.262 0.35
H 0.429 7.108 -0.609 0.35
H 1.678 6.419 -1.656 0.41
H 0.755 4.739 -0.019 0.17
H 1.391 3.509 -2.003 0.28
H 0.135 4.278 -2.998 0.31
Cl 1.640 -4.278 -0.314 -0.18
C -0.031 -8.362 3.150 -1.35
C 0.281 -7.334 2.076 0.37
C 0.517 -5.956 2.670 -0.87
O -0.809 -7.267 1.142 -0.52
H -0.941 -8.090 3.694 0.36
H -0.208 -9.341 2.704 0.33
H 0.788 -8.447 3.865 0.38
H 1.164 -7.647 1.516 0.28
H -0.377 -5.603 3.195 0.28
H 0.729 -5.243 1.874 0.03
H 1.353 -5.960 3.371 0.41
H -1.592 -6.992 1.632 0.34
C 5.882 6.884 -1.166 -0.90
S 4.820 8.096 -1.967 0.43
O 3.419 7.817 -1.532 -0.57
C 5.006 7.440 -3.632 -0.91
H 5.881 7.083 -0.096 0.33
H 5.502 5.878 -1.350 0.26
H 6.897 6.979 -1.551 0.38
H 4.681 6.399 -3.660 0.27
H 6.049 7.518 -3.938 0.38
H 4.387 8.033 -4.303 0.32
Br -6.330 0.364 0.348 0.32
F -4.922 2.310 0.496 -0.28
Al -4.893 -5.186 -3.243 0.74
```

Q: Look up the E_tot of the second one.
A: -200773.632 eV